Record 1
Here is a structure of composition C33H49BBr54FINO4 at a distorted geometry from the Open Molecules 2025 dataset. Energies are from ωB97M-V with the def2-TZVPD basis set.

Positions of all 144 atoms, in Å:
C 7.43 -1.30 -1.36
C 7.19 -0.74 -2.82
C 5.64 -0.44 -2.98
N 5.35 0.84 -3.65
C 4.64 1.78 -2.81
C 5.40 2.15 -1.50
C 6.56 3.21 -1.64
C 7.19 3.33 -3.06
O 3.43 1.21 -2.27
B 2.22 1.41 -3.08
C 0.80 1.39 -2.26
C 0.87 0.78 -0.82
C -0.32 -0.23 -0.55
I -0.27 -0.83 1.54
C 1.95 0.25 -4.26
O 1.02 0.69 -5.28
O 1.66 1.26 -6.36
O 2.58 2.65 -3.82
C 3.95 2.97 -3.67
C 4.46 3.23 -5.14
C 3.89 4.40 -3.05
C 3.02 4.51 -1.76
F 1.77 5.08 -2.14
H 6.81 -0.76 -0.61
H 8.48 -1.14 -1.03
H 7.16 -2.37 -1.26
H 7.81 0.15 -3.00
H 7.46 -1.60 -3.48
H 5.19 -0.55 -1.97
H 5.21 -1.25 -3.61
H 4.84 0.61 -4.49
H 5.80 1.28 -0.95
H 4.64 2.60 -0.83
H 7.39 2.93 -0.95
H 6.21 4.21 -1.29
H 7.40 2.37 -3.56
H 6.60 4.04 -3.70
H 8.18 3.83 -2.92
H 0.35 2.42 -2.25
H 0.06 0.77 -2.83
H 1.79 0.21 -0.59
H 0.72 1.63 -0.10
H -1.30 0.17 -0.87
H -0.05 -1.14 -1.13
H 1.56 -0.66 -3.73
H 2.89 -0.09 -4.78
H 2.24 0.60 -6.83
H 5.15 4.10 -5.24
H 4.95 2.36 -5.63
H 3.56 3.49 -5.75
H 4.88 4.87 -2.84
H 3.41 5.06 -3.81
H 3.44 5.23 -1.02
H 2.81 3.55 -1.27
C -2.05 1.17 4.62
Br -0.60 0.12 5.35
Br -3.24 1.81 6.01
Br -1.41 2.61 3.51
H -2.63 0.51 3.98
C -1.60 -5.53 1.76
Br -0.76 -4.96 0.13
Br -0.87 -4.64 3.32
Br -3.52 -5.33 1.68
H -1.39 -6.59 1.88
C 2.89 1.67 -9.71
Br 3.17 0.03 -8.72
Br 4.55 2.61 -10.02
Br 1.92 1.36 -11.35
H 2.27 2.31 -9.08
C 2.58 3.30 2.61
Br 4.34 3.68 1.91
Br 1.21 3.51 1.26
Br 2.50 1.57 3.45
H 2.38 4.04 3.38
C -2.04 0.50 -7.91
Br -1.98 -0.23 -9.71
Br -0.24 0.82 -7.20
Br -3.15 2.08 -7.82
H -2.51 -0.25 -7.29
C 7.12 7.47 -2.51
Br 8.35 8.96 -2.38
Br 5.32 7.98 -2.03
Br 7.19 6.63 -4.24
H 7.44 6.73 -1.78
C -1.76 -3.25 -3.58
Br -1.28 -1.71 -4.65
Br -0.27 -4.47 -3.36
Br -2.53 -2.72 -1.88
H -2.53 -3.78 -4.12
C -6.96 -3.45 2.82
Br -5.66 -2.03 3.02
Br -8.74 -2.87 3.28
Br -6.90 -4.25 1.06
H -6.68 -4.23 3.53
C -12.46 -3.84 4.20
Br -13.78 -5.03 4.96
Br -12.96 -3.24 2.43
Br -12.06 -2.37 5.38
H -11.54 -4.42 4.09
C -17.71 -6.97 3.74
Br -17.28 -5.49 2.57
Br -16.38 -8.37 3.64
Br -17.99 -6.39 5.56
H -18.64 -7.39 3.39
C 4.54 -5.10 0.23
Br 5.39 -4.54 -1.41
Br 5.29 -4.20 1.77
Br 2.63 -4.92 0.14
H 4.76 -6.16 0.35
C -4.60 1.66 0.36
Br -3.15 2.66 -0.43
Br -4.13 -0.20 0.62
Br -5.24 2.47 2.00
H -5.43 1.68 -0.35
C 8.21 7.16 -8.50
Br 6.96 5.94 -7.67
Br 7.64 7.68 -10.27
Br 8.55 8.70 -7.38
H 9.15 6.63 -8.61
C 0.05 -3.51 7.42
Br 1.17 -3.17 5.88
Br -1.76 -2.90 7.16
Br 0.11 -5.37 7.94
H 0.46 -2.94 8.25
C -12.19 -0.43 8.89
Br -10.77 -1.72 9.10
Br -13.85 -1.07 9.64
Br -11.70 1.30 9.61
H -12.35 -0.29 7.83
C -16.19 -3.95 11.31
Br -16.10 -4.62 9.50
Br -14.43 -3.71 12.07
Br -17.25 -2.34 11.44
H -16.69 -4.71 11.91
C 3.73 -8.19 7.63
Br 2.43 -9.40 8.40
Br 3.23 -7.64 5.85
Br 4.08 -6.68 8.79
H 4.66 -8.74 7.54
C 5.09 3.70 5.66
Br 3.78 4.42 6.89
Br 6.74 4.71 5.69
Br 5.39 1.82 5.95
H 4.67 3.80 4.66

Properties
- Electronic energy: -141061.43506 Eh
- Charge: -1
- E_HOMO: -4.85 eV
- Frontier orbital gap: 5.39 eV
- Maximum force: 5.3 eV/Å


Record 2
Here is a structure of composition C33H49BBrF5N7O3TeTi from the Open Molecules 2025 dataset. Energies are from ωB97M-V with the def2-TZVPD basis set.

Positions of all 101 atoms, in Å:
Ti -0.88 -1.06 0.20
C 1.59 -4.07 1.79
C 1.70 -3.62 0.33
C 2.64 -4.52 -0.47
C 2.14 -2.19 0.27
C 3.45 -1.71 0.36
C 3.36 -0.34 0.34
C 4.55 0.58 0.41
C 4.80 1.31 -0.90
C 4.53 1.56 1.59
N 2.06 -0.01 0.22
N 1.31 -1.15 0.20
B 1.32 1.36 0.14
N 0.37 1.43 1.41
N -0.28 0.29 1.80
C -0.77 0.49 3.03
C -0.49 1.80 3.41
C 0.24 2.36 2.38
C 0.76 3.77 2.51
C 2.03 3.81 3.37
C 0.96 4.55 1.22
C -1.49 -0.47 3.94
C -0.82 -1.83 4.14
C -2.96 -0.64 3.54
N 0.57 1.44 -1.23
N -0.32 0.45 -1.51
C -0.76 0.63 -2.76
C -0.16 1.78 -3.28
C 0.69 2.26 -2.31
C 1.65 3.38 -2.70
C 2.25 4.31 -1.67
C 2.73 2.79 -3.62
C -1.67 -0.29 -3.53
C -3.08 -0.42 -2.95
C -1.76 0.14 -4.99
H 1.25 -5.11 1.84
H 0.87 -3.45 2.32
H 2.56 -4.00 2.28
H 0.70 -3.68 -0.11
H 3.64 -4.52 -0.04
H 2.69 -4.20 -1.51
H 2.26 -5.54 -0.46
H 4.36 -2.29 0.43
H 5.39 -0.10 0.58
H 3.99 2.00 -1.11
H 4.87 0.60 -1.73
H 5.73 1.88 -0.86
H 3.80 2.35 1.41
H 5.51 2.02 1.71
H 4.27 1.06 2.52
H 2.10 2.26 0.21
H -0.75 2.27 4.34
H -0.02 4.28 3.07
H 2.84 3.27 2.90
H 1.84 3.37 4.35
H 2.35 4.85 3.52
H 1.91 4.28 0.76
H 0.98 5.62 1.43
H 0.16 4.35 0.50
H -1.46 0.04 4.90
H -0.93 -2.46 3.27
H -1.28 -2.33 5.00
H 0.25 -1.71 4.35
H -3.03 -1.20 2.62
H -3.45 0.33 3.41
H -3.49 -1.20 4.32
H -0.29 2.20 -4.26
H 1.02 4.01 -3.34
H 2.89 3.81 -0.95
H 1.47 4.84 -1.12
H 2.85 5.06 -2.19
H 3.31 2.02 -3.11
H 3.42 3.58 -3.94
H 2.29 2.33 -4.50
H -1.21 -1.28 -3.51
H -3.57 0.56 -2.89
H -3.06 -0.86 -1.96
H -3.67 -1.08 -3.58
H -2.21 1.14 -5.08
H -2.40 -0.56 -5.54
H -0.78 0.16 -5.47
Br -4.26 -4.75 1.34
C -5.00 -3.12 0.68
C -6.32 -3.11 0.28
C -6.83 -1.90 -0.17
C -6.02 -0.78 -0.18
C -4.70 -0.92 0.23
N -4.20 -2.08 0.65
C -3.78 0.29 0.24
O -4.29 1.39 0.18
O -2.51 0.08 0.27
H -6.92 -4.01 0.31
H -7.86 -1.84 -0.50
H -6.36 0.19 -0.50
F -1.47 -3.69 -3.52
Te -1.78 -4.19 -1.75
F 0.04 -4.89 -1.95
F -2.47 -5.82 -2.47
F -3.50 -3.35 -2.13
F -0.95 -2.19 -1.48
O -1.06 -2.43 1.04

Properties
- Electronic energy: -6112.05374 Eh
- Charge: -1
- E_HOMO: -6.39 eV
- Frontier orbital gap: 8.81 eV
- Maximum force: 0.5 eV/Å


Record 3
Here is a cluster of 2 separate species, C33H49N4O4 in total at a distorted geometry from the Open Molecules 2025 dataset. Energies are from ωB97M-V with the def2-TZVPD basis set.

Positions of all 90 atoms, in Å:
C -3.74 5.28 2.26
C -2.69 6.28 1.80
C -2.11 7.14 2.91
C -2.34 6.39 0.48
C -0.97 6.11 -0.06
C -0.90 4.66 -0.59
C 0.38 3.92 -0.19
C 1.61 4.82 -0.51
C 0.60 2.62 -0.98
C -0.62 1.69 -1.12
C -0.66 0.49 -0.22
C -0.07 0.16 0.96
C 0.90 0.96 1.74
O 2.21 0.78 1.21
O 3.05 1.78 1.74
N -0.56 -1.11 1.29
C -0.21 -1.84 2.52
C 0.57 -3.11 2.28
C 1.91 -3.08 1.89
C 2.60 -4.28 1.73
C 1.98 -5.52 1.94
C 2.72 -6.82 1.79
C 0.64 -5.54 2.33
C -0.04 -4.34 2.50
C -1.39 -1.52 0.35
C -2.17 -2.78 0.26
C -3.67 -2.47 0.48
N -3.81 -1.66 1.70
N -1.46 -0.58 -0.61
C -2.24 -0.65 -1.82
C -1.79 -1.48 -2.81
C -2.54 -1.60 -3.98
C -3.70 -0.85 -4.03
C -4.02 -0.02 -2.97
N -3.32 0.12 -1.83
H -3.44 4.93 3.25
H -4.72 5.76 2.37
H -3.77 4.48 1.53
H -2.89 7.40 3.62
H -1.69 8.07 2.53
H -1.33 6.62 3.48
H -3.10 6.73 -0.22
H -0.69 6.77 -0.89
H -0.26 6.25 0.77
H -1.12 4.61 -1.66
H -1.73 4.15 -0.09
H 0.38 3.80 0.90
H 1.36 5.36 -1.43
H 2.51 4.24 -0.72
H 1.77 5.58 0.24
H 0.88 2.93 -1.99
H 1.47 2.09 -0.58
H -1.57 2.21 -1.02
H -0.60 1.30 -2.14
H 0.62 2.00 1.85
H 0.93 0.55 2.76
H 2.84 2.58 1.22
H -1.15 -2.07 3.03
H 0.33 -1.19 3.19
H 2.41 -2.13 1.75
H 3.64 -4.26 1.45
H 2.74 -7.11 0.74
H 2.21 -7.61 2.34
H 3.75 -6.75 2.15
H 0.11 -6.46 2.52
H -1.08 -4.36 2.81
H -2.07 -3.24 -0.72
H -1.90 -3.51 1.01
H -4.10 -1.92 -0.35
H -4.22 -3.41 0.56
H -4.61 -1.04 1.64
H -3.96 -2.28 2.48
H -0.87 -2.04 -2.68
H -2.22 -2.25 -4.78
H -4.36 -0.90 -4.88
H -4.91 0.59 -3.05
O 4.90 -4.30 -0.22
C 4.61 -3.55 -1.12
O 3.72 -3.96 -2.04
C 3.18 -3.10 -3.04
C 4.08 -3.01 -4.25
C 5.29 -2.21 -1.27
H 2.94 -2.12 -2.62
H 2.23 -3.55 -3.33
H 5.05 -2.57 -4.00
H 3.62 -2.39 -5.03
H 4.27 -4.00 -4.66
H 6.24 -2.36 -1.78
H 5.48 -1.81 -0.28
H 4.70 -1.48 -1.81

Properties
- Electronic energy: -1806.46189 Eh
- Charge: +1
- E_HOMO: -9.16 eV
- Frontier orbital gap: 6.69 eV
- Maximum force: 2.0 eV/Å


Record 4
Here is a cluster of 2 separate species, C33H50BClIN4O6SSi in total at a distorted geometry from the Open Molecules 2025 dataset. Energies are from ωB97M-V with the def2-TZVPD basis set.

Positions of all 98 atoms, in Å:
C 5.40 0.52 -3.44
B 4.71 0.28 -2.05
O 5.42 0.51 -0.90
C 3.20 -0.29 -2.00
N 3.16 -1.71 -1.43
N 4.46 -2.33 -1.62
C 4.48 -3.23 -2.47
S 4.39 -4.48 -3.35
C 2.65 -1.87 -0.02
N 3.62 -1.50 0.98
C 2.38 -3.38 0.16
C 2.08 -3.70 1.60
O 1.47 -3.02 2.35
Cl 2.69 -5.28 2.13
C 1.28 -1.12 0.11
N 0.98 -0.20 -0.99
C 2.13 0.65 -1.34
C 2.66 1.47 -0.14
C 1.64 1.93 0.92
C 0.24 2.35 0.45
C -0.04 3.84 0.36
C -1.50 4.11 -0.04
C -2.56 3.33 0.78
C -3.20 2.12 0.04
C -2.83 0.74 0.61
Si -3.91 -0.71 0.05
C -4.24 -1.96 1.42
C -5.61 -0.15 -0.56
C -3.14 -1.66 -1.39
C -1.96 -1.24 -2.00
C -1.41 -1.92 -3.07
C -2.05 -3.05 -3.56
C -3.21 -3.50 -2.95
C -3.75 -2.82 -1.87
C 1.76 1.66 -2.45
C 0.79 1.13 -3.53
C -0.58 1.80 -3.45
I 1.60 1.67 -5.48
H 6.00 1.43 -3.47
H 6.11 -0.31 -3.56
H 4.71 0.47 -4.28
H 5.93 1.33 -0.97
H 2.89 -0.39 -3.04
H 2.51 -2.24 -2.02
H 4.52 -1.22 0.61
H 3.28 -0.76 1.58
H 1.51 -3.71 -0.43
H 3.22 -4.00 -0.16
H 0.48 -1.86 0.09
H 1.23 -0.65 1.09
H 0.75 -0.80 -1.77
H 3.47 0.98 0.39
H 3.12 2.36 -0.58
H 2.09 2.79 1.42
H 1.51 1.20 1.71
H -0.46 1.96 1.19
H -0.06 1.91 -0.50
H 0.57 4.24 -0.47
H 0.26 4.40 1.25
H -1.67 5.17 0.14
H -1.65 3.96 -1.11
H -2.10 3.00 1.72
H -3.34 4.03 1.07
H -4.28 2.27 0.09
H -2.86 2.18 -1.00
H -2.91 0.79 1.71
H -1.77 0.52 0.41
H -5.06 -2.60 1.07
H -4.52 -1.48 2.35
H -3.40 -2.63 1.59
H -5.65 0.90 -0.86
H -5.85 -0.71 -1.47
H -6.40 -0.39 0.15
H -1.47 -0.35 -1.60
H -0.51 -1.57 -3.56
H -1.63 -3.56 -4.42
H -3.69 -4.39 -3.35
H -4.66 -3.20 -1.41
H 1.32 2.56 -2.02
H 2.68 2.00 -2.94
H 0.72 0.05 -3.58
H -1.28 1.36 -4.15
H -0.99 1.75 -2.44
H -0.45 2.86 -3.67
C -2.20 -0.84 5.72
C -1.68 -0.68 4.49
C -0.54 0.26 4.23
O -0.11 0.32 3.09
C -0.01 1.03 5.33
C -0.53 0.88 6.56
C -1.66 -0.08 6.83
O -2.05 -0.17 7.97
O -0.10 1.56 7.61
O -2.11 -1.34 3.42
H -3.01 -1.52 5.92
H 0.80 1.72 5.12
H -0.64 1.26 8.37
H -1.56 -1.02 2.68

Properties
- Electronic energy: -3428.12037 Eh
- Charge: +1
- E_HOMO: -11.44 eV
- Frontier orbital gap: 6.90 eV
- Maximum force: 2.0 eV/Å